# 1
{
  "formula": "ClFHOPS",
  "method": "wB97M-V/def2-TZVPD",
  "lumo_ev": -0.76,
  "e_homo_ev": -10.3,
  "total_charge": 0,
  "largest_force_ha_per_bohr": 0.04629,
  "energy_ev": -37428.710,
  "orbital_gap_ha": 0.35071,
  "smiles": "O=P(=S)Cl.F",
  "elements": ["O", "P", "S", "Cl", "F", "H"],
  "xyz": [[3.569887, 3.818579, -0.132066], [2.146520, 3.744882, 0.223360], [0.554893, 4.041303, -0.873135], [2.073948, 3.188392, 2.168194], [-1.240317, 1.185229, 0.584863], [-2.091042, 0.814153, 0.461726]],
  "atomic_forces_ev_per_a": [[-0.799, 0.057, 0.022], [-0.353, 0.125, -1.056], [1.670, -0.390, 1.651], [-0.532, 0.212, -0.624], [-0.626, -0.281, -0.086], [0.640, 0.278, 0.093]]
}

# 2
{
  "formula": "C4H7NO2S",
  "method": "wB97M-V/def2-TZVPD",
  "lumo_ev": 0.66,
  "e_homo_ev": -9.4,
  "total_charge": 0,
  "largest_force_ha_per_bohr": 0.01220,
  "energy_ev": -20679.840,
  "orbital_gap_ha": 0.36884,
  "smiles": "O[C@]1(CS)C=NOC1",
  "elements": ["O", "C", "C", "S", "C", "N", "O", "C", "H", "H", "H", "H", "H", "H", "H"],
  "xyz": [[0.099107, -0.845893, 1.354395], [-0.203088, -0.317934, 0.075637], [1.045072, -0.499019, -0.774613], [2.512974, 0.359598, -0.132811], [-0.712856, 1.109645, 0.199332], [-1.974413, 1.205595, 0.066842], [-2.520465, -0.014460, -0.248992], [-1.438787, -0.928526, -0.551859], [-0.609781, -0.661764, 1.978641], [1.269669, -1.574711, -0.877850], [0.885257, -0.077787, -1.753861], [2.484268, -0.248374, 1.074040], [-0.126168, 1.974221, 0.466971], [-1.377095, -1.006241, -1.631501], [-1.684026, -1.900257, -0.133560]],
  "atomic_forces_ev_per_a": [[0.208, -0.230, 0.176], [0.075, 0.483, -0.105], [0.291, -0.419, 0.365], [-0.128, -0.211, 0.326], [-0.157, -0.257, -0.065], [0.287, 0.412, 0.115], [0.090, -0.450, -0.073], [-0.549, -0.068, 0.179], [-0.112, 0.088, -0.081], [-0.148, 0.424, 0.009], [-0.123, 0.060, -0.375], [0.064, 0.172, -0.277], [0.041, 0.010, 0.012], [0.166, 0.041, -0.273], [-0.006, -0.056, 0.066]]
}

# 3
{
  "formula": "C2H3N4S",
  "method": "wB97M-V/def2-TZVPD",
  "lumo_ev": 3.73,
  "e_homo_ev": -3.4,
  "total_charge": -1,
  "largest_force_ha_per_bohr": 0.11711,
  "energy_ev": -18916.051,
  "orbital_gap_ha": 0.26097,
  "elements": ["C", "C", "N", "N", "N", "N", "S", "H", "H", "H"],
  "xyz": [[0.426296, 1.969953, 0.113722], [-0.063308, -1.781144, 0.029752], [1.104604, 0.898238, 0.450289], [-0.875096, 1.606978, -0.334462], [-1.098022, 0.370926, -0.415593], [-0.105808, -0.384297, -0.066016], [0.902381, 3.515890, 0.032275], [0.919383, -1.871462, 0.319074], [-0.712181, -2.077272, 0.798461], [-0.498248, -2.247810, -0.927502]],
  "atomic_forces_ev_per_a": [[-0.900, -4.836, -0.142], [-2.479, 0.454, -2.133], [-0.811, -1.935, -0.595], [-1.672, 0.595, -0.725], [0.310, -0.583, 0.181], [1.588, 5.787, 0.505], [1.058, 2.635, 0.246], [2.370, -1.571, 0.143], [-0.859, -0.853, 1.412], [1.394, 0.306, 1.106]]
}

# 4
{
  "formula": "C4H13NO",
  "method": "wB97M-V/def2-TZVPD",
  "lumo_ev": 0.95,
  "e_homo_ev": -9.2,
  "total_charge": 0,
  "largest_force_ha_per_bohr": 0.01207,
  "energy_ev": -7896.060,
  "orbital_gap_ha": 0.37223,
  "smiles": "CCN(C)C.O",
  "elements": ["C", "C", "N", "C", "C", "H", "H", "H", "H", "H", "H", "H", "H", "H", "H", "H", "O", "H", "H"],
  "xyz": [[-1.601457, 0.946036, -0.872819], [-1.141298, 0.051296, 0.282623], [0.178995, -0.516885, 0.074389], [0.585151, -1.267723, 1.249673], [0.226868, -1.404643, -1.091965], [-0.791845, 1.075899, -1.583436], [-2.458256, 0.561698, -1.419431], [-1.830510, 1.943401, -0.500948], [-1.891802, -0.707172, 0.571914], [-1.081327, 0.673797, 1.168487], [0.015013, -2.197927, 1.369669], [0.452668, -0.676490, 2.152436], [1.647934, -1.503671, 1.201786], [-0.245082, -2.375617, -0.886721], [-0.259619, -0.950980, -1.944619], [1.265076, -1.560903, -1.389620], [1.710467, 2.002585, 0.405903], [1.345394, 1.098078, 0.373661], [1.165292, 2.508341, -0.215159]],
  "atomic_forces_ev_per_a": [[0.113, 0.013, 0.097], [-0.479, 0.296, 0.262], [-0.019, -0.491, -0.167], [0.319, 0.061, 0.254], [0.305, 0.215, 0.132], [0.149, 0.004, -0.142], [-0.078, -0.043, 0.025], [-0.215, -0.018, -0.026], [0.070, -0.128, -0.434], [0.217, 0.146, 0.248], [-0.034, -0.062, -0.018], [-0.112, 0.176, 0.029], [0.014, -0.162, -0.154], [-0.023, 0.023, -0.023], [-0.201, 0.113, -0.116], [0.004, -0.159, 0.156], [-0.168, 0.141, -0.087], [-0.083, 0.127, -0.282], [0.221, -0.251, 0.245]]
}